Record 1
ORCA calculation (the ωB97M-V functional and the def2-TZVPD basis) on a structure of composition C2H6N2O2.

The geometry in XYZ format:
```
12
Properties=species:S:1:pos:R:3:forces:R:3
C -1.556776 0.025923 0.200462 -2.4 0.3 -2.6
C 0.784589 -0.619779 0.098916 7.5 -2.3 1.8
H -2.384261 -0.007466 -0.817780 2.4 0.6 3.2
H -2.185889 -0.480051 1.075338 2.0 1.2 -1.5
H -1.018615 0.962472 0.295882 -2.0 1.1 0.9
H -0.746877 -1.560198 -0.367454 0.4 -2.9 -1.3
H 2.183552 0.516484 1.023512 -2.2 1.0 -1.2
H 1.751175 1.307144 -1.357300 -3.8 0.4 4.1
N -0.386434 -0.669642 -0.307788 -7.8 -1.1 -0.7
N 1.137143 0.654302 0.722058 1.9 -2.0 -1.0
O 1.567647 -1.595491 -0.127386 -0.9 2.8 1.3
O 0.854746 1.466306 -0.438462 5.0 0.8 -3.0
```
Forces are in eV/Å.

The molar mass comes out at 90.1 g mol⁻¹. The energy relative to the best compared isomer or geometry (same formula, charge and spin) is 588.4 kJ/mol.

Record 2
ORCA calculation (the ωB97M-V functional and the def2-TZVPD basis) on an isolated molecule of C2H6N2O2S.

The geometry in XYZ format:
```
13
Properties=species:S:1:pos:R:3:forces:R:3
C -1.448852 -1.324988 0.419970 -0.3 0.9 1.0
S -0.250179 -1.060367 -0.910571 -0.3 -0.2 -0.2
C 0.476984 0.461998 -0.470261 1.0 0.9 0.6
N -0.047458 1.582671 -0.117272 -0.8 -0.8 -0.5
O -1.459495 1.531000 -0.269240 0.1 0.6 0.1
N 1.917213 0.498907 -0.585341 -0.9 0.9 0.6
O 2.521276 -0.386363 0.363301 0.0 -0.3 -0.8
H -1.921575 -2.304299 0.274801 0.0 0.5 -0.2
H -2.162135 -0.464837 0.531705 0.5 -1.1 -0.5
H -0.908476 -1.362735 1.373496 0.0 -0.1 -0.2
H -1.784963 2.438068 -0.097667 0.7 -0.6 0.0
H 2.193476 1.446197 -0.267929 -0.1 -0.7 -0.4
H 2.874187 -1.055248 -0.244995 0.0 0.0 0.5
```
Forces are in eV/Å.

The molar mass comes out at 122.1 g mol⁻¹. The SMILES is CS/C(=N\O)NO. The energy relative to the best compared isomer or geometry (same formula, charge and spin) is 369.4 kJ/mol.

Q: Among the records above, which one has the lowest energy relative to the best compared isomer or geometry (same formula, charge and spin)?
A: C2H6N2O2S

Q: Look up the energy relative to the best compared isomer or geometry (same formula, charge and spin) of the second one.
A: 369.4 kJ/mol

Q: Among the records above, which one has the highest energy relative to the best compared isomer or geometry (same formula, charge and spin)?
A: C2H6N2O2